Computed, not measured: the molecule C6H11ClN2O2S in a non-equilibrium geometry, with the ωB97M-V functional and the def2-TZVPD basis.

Output
E_tot (Ha): -1353.5099
Highest occupied orbital energy (eV): -8.53
Gap between HOMO and LUMO (eV): 8.74
Energy above the lowest of the compared OMol25 structures with the same formula, charge and spin (eV): 0.000

```
23
Properties=species:S:1:pos:R:3:forces:R:3
C 3.111860 0.277029 -0.275389 -1.643 -3.266 0.181
C 1.584642 0.034620 -0.071851 2.359 0.420 0.791
N 0.934214 -0.931260 -0.562356 1.894 -0.863 -0.933
N -0.367896 -0.769866 -0.467344 -2.337 -0.877 0.557
C -1.172281 -1.990874 -0.508857 -1.639 1.305 -0.051
C -0.724691 0.232197 0.560970 2.554 0.970 -0.097
C -1.925188 1.056055 0.147097 -0.622 0.056 0.652
C 0.683495 1.026875 0.560400 -2.153 -2.276 2.004
S 1.107587 1.313001 2.299901 -1.609 0.514 -2.033
O 2.329873 1.963086 2.231816 3.139 1.450 0.539
O 0.869481 0.188874 3.102220 -0.289 -1.290 1.103
Cl -0.236528 2.777165 2.860715 -0.105 -0.209 -0.015
H 3.242055 1.307401 -0.466291 0.519 0.922 -1.034
H 3.389916 -0.555446 -0.987461 -0.012 1.685 -0.066
H 3.763567 0.035100 0.561530 -0.472 0.141 0.641
H -1.355693 -2.391731 0.464385 -0.219 -0.030 1.133
H -2.161914 -1.744054 -0.962746 0.675 -0.210 0.331
H -0.788450 -2.830958 -1.021758 1.066 -0.268 -1.082
H -0.667343 -0.167174 1.620347 -1.100 -0.232 -1.276
H -1.729815 1.380871 -0.909895 -0.622 -0.440 0.877
H -1.970365 2.007914 0.790372 -0.381 -1.612 -0.844
H -2.844114 0.351319 0.269736 1.250 1.760 -0.425
H 0.782967 1.944383 0.103749 -0.254 2.350 -0.953
```
Forces are in eV/Å.



Computed, not measured: a cluster of 10 separate species, C20H62N2O10 in total in a non-equilibrium geometry, with the ωB97M-V functional and the def2-TZVPD basis.

Output
E_tot (Ha): -1660.9214
Highest occupied orbital energy (eV): -9.07
Gap between HOMO and LUMO (eV): 9.37
Energy above the lowest of the compared OMol25 structures with the same formula, charge and spin (eV): 3.252

```
94
Properties=species:S:1:pos:R:3:forces:R:3
C 1.068580 -0.807277 -3.560263 -0.856 -1.599 -0.260
O 2.470203 -0.840443 -3.571961 0.659 1.312 0.240
C 3.010613 -0.897228 -2.266753 -0.257 -1.644 0.223
C 4.540577 -0.773370 -2.261520 -1.615 1.176 0.060
C 5.036493 -0.794706 -0.834957 1.088 0.301 0.469
N 4.935017 0.518666 -2.875960 -0.778 -0.146 -0.658
H 0.742681 -0.772763 -4.598748 -0.062 0.662 0.039
H 0.584124 -0.097356 -2.883757 0.405 0.420 -0.402
H 0.665484 -1.787192 -3.246318 0.240 -0.008 0.203
H 2.546388 -0.189530 -1.564707 0.043 0.156 -0.288
H 2.748978 -1.924721 -1.942808 0.125 0.236 0.568
H 4.858423 -1.603788 -2.891850 0.672 0.108 0.149
H 4.765543 -1.665698 -0.241813 0.078 -0.204 -0.260
H 4.756524 0.078426 -0.233493 -0.722 0.055 -0.388
H 6.120572 -0.644537 -0.829983 0.076 -0.597 -0.124
H 4.338038 0.571982 -3.709830 0.603 -0.129 -0.236
H 4.502078 1.272561 -2.337451 0.413 -0.256 0.517
C -3.020192 -0.249166 -5.904733 -0.865 -0.244 -1.139
O -2.701560 -0.266112 -4.537462 0.311 0.342 -0.368
C -3.315915 0.754718 -3.795478 -0.420 0.245 2.290
C -2.879558 2.190442 -4.094097 0.431 -0.356 -0.453
C -1.352911 2.285135 -3.899967 -0.488 0.218 -0.338
N -3.491384 3.139409 -3.173719 0.190 -0.346 0.699
H -2.499900 -1.028231 -6.462528 0.272 -0.164 0.537
H -2.808332 0.675848 -6.447340 0.222 0.237 0.471
H -4.088195 -0.449167 -6.061242 -0.033 0.050 0.172
H -4.397267 0.613648 -3.618287 -0.229 0.170 -1.370
H -3.077891 0.613938 -2.726839 0.882 -0.285 -0.277
H -3.105211 2.424135 -5.139042 -0.161 0.267 0.100
H -1.103456 2.179886 -2.844317 0.020 -0.308 0.038
H -0.992725 3.270255 -4.199988 -0.036 -0.027 -0.173
H -0.864496 1.511515 -4.491632 0.186 0.052 0.119
H -3.028906 2.891865 -2.288469 -0.291 0.486 -0.095
H -4.467292 2.927494 -2.969284 -0.016 -0.006 -0.477
C -0.137320 1.139735 1.616723 -0.438 1.164 0.178
C 0.122192 0.199942 0.472150 -0.183 -0.501 -0.060
C -0.878771 -0.961947 0.564283 0.571 0.437 -0.019
O -0.027209 0.825433 -0.826062 -0.091 -0.155 0.825
H 0.234977 0.728422 2.553463 0.037 0.081 0.041
H -1.206354 1.339337 1.724832 -0.208 -0.460 0.126
H 0.231663 2.163060 1.486747 0.675 -0.298 -0.045
H 1.149214 -0.170081 0.525118 -0.233 0.095 0.004
H -0.616606 -1.682935 -0.208263 -0.507 -0.082 0.069
H -1.879763 -0.532072 0.491120 -0.068 -0.204 -0.601
H -0.893178 -1.456466 1.536524 0.487 0.005 0.067
H 0.855427 1.142551 -1.077981 -0.290 0.209 -0.263
C 0.621507 -2.289556 7.082963 1.160 -0.420 0.301
C -0.492334 -1.897171 6.138260 -0.379 0.763 -0.169
C -0.028087 -1.007219 4.993761 0.767 0.375 -0.392
O -1.219310 -2.999329 5.603704 0.434 -0.173 0.220
H 0.979424 -1.488369 7.735202 -0.389 0.321 -0.208
H 1.536596 -2.599228 6.562274 -0.217 -0.133 -0.254
H 0.377946 -3.102502 7.769092 -0.410 -0.035 -0.209
H -1.207145 -1.307997 6.720099 -0.224 -0.237 -0.075
H 0.633392 -1.507822 4.275362 0.019 -0.400 0.302
H 0.563337 -0.163575 5.365376 -0.183 0.051 0.072
H -0.832122 -0.615093 4.369951 -0.301 -0.015 0.361
H -0.560640 -3.569982 5.180193 -0.210 -0.037 -0.045
C -2.707955 -5.235707 4.036058 1.260 -0.780 0.006
O -1.891780 -4.513257 3.126763 -0.137 -0.084 -0.772
H -3.746786 -4.909870 4.039331 0.119 0.243 0.522
H -2.697721 -6.294334 3.757313 -0.099 0.195 -0.549
H -2.124992 -5.265961 4.962653 -1.088 0.367 0.589
H -1.925821 -3.576885 3.340139 -0.113 -0.019 0.230
C -1.887649 -2.650783 -2.355231 -0.433 -0.244 0.294
O -2.135302 -2.760594 -3.743060 0.449 0.519 0.013
H -2.841622 -2.758402 -1.820549 0.140 0.346 0.217
H -1.256771 -3.452702 -1.957298 0.104 -0.104 -0.477
H -1.390981 -1.709855 -2.097894 -0.258 0.017 -0.050
H -2.291971 -1.828470 -4.026382 -0.038 -0.833 -0.003
C 2.455187 -1.960836 1.609765 -0.004 0.109 0.404
O 2.026015 -3.233898 2.080014 -0.017 0.210 -0.448
H 2.219927 -1.771335 0.559447 0.120 -0.352 -0.008
H 1.923684 -1.193237 2.175513 0.091 -0.096 0.146
H 3.526934 -1.832600 1.777139 0.034 0.058 -0.082
H 2.085301 -3.830851 1.328115 -0.075 -0.188 0.201
C 1.791301 3.569919 -1.301426 1.882 0.787 0.285
O 2.075716 2.320483 -1.920229 -0.735 -0.264 0.453
H 1.339473 3.470667 -0.316253 -0.635 -0.519 -0.375
H 2.762870 4.011314 -1.024268 -0.178 0.243 -0.220
H 1.286578 4.280221 -1.955852 -0.365 -0.226 0.076
H 2.732236 2.438271 -2.607031 -0.021 0.088 -0.168
C 0.932997 4.638816 3.808258 1.301 0.656 1.456
O 1.814746 3.547940 3.572310 -0.361 -0.143 -0.812
H 1.508817 5.416093 4.333890 -0.140 0.098 -0.042
H 0.620090 5.132303 2.894773 -0.304 -0.623 -0.259
H 0.140102 4.377608 4.510401 -0.449 -0.102 -0.506
H 2.176383 3.237633 4.403742 -0.058 0.104 0.133
C -2.559860 3.501083 0.250963 1.205 -0.767 -0.414
O -2.534358 2.264186 -0.475630 -0.064 -0.065 0.369
H -2.651031 3.327164 1.323768 -0.386 0.097 0.044
H -1.586158 3.975893 0.090395 -0.173 0.424 0.063
H -3.345405 4.124313 -0.162015 -0.134 0.003 0.154
H -1.664140 1.829941 -0.365896 -0.343 0.323 -0.287
```
Forces are in eV/Å.